Entry 1:
Entry from OMol25: a structure of composition C34H43BCaN7O3S4Se at a distorted geometry (wB97M-V/def2-TZVPD).

The energy relative to the best compared isomer or geometry (same formula, charge and spin) comes out at 27.4 kcal/mol. The HOMO energy is -0.1583 Ha. Its net charge is -1. The molar mass is 855.88 g mol⁻¹.

```
94
Properties=species:S:1:pos:R:3:forces:R:3:lowdin_charge:R:1
Ca -0.520 0.642 0.029 -1.3872 -1.3522 -0.0310 0.796
C 0.063 -3.010 5.740 0.0332 -0.0104 -0.0505 -0.037
C -0.655 -2.229 4.634 -0.0161 0.0235 0.0687 -0.543
C -0.433 -0.741 4.889 0.0554 -0.0237 -0.1077 -0.094
C -2.164 -2.496 4.669 0.0147 -0.0292 -0.0743 -0.032
N -0.145 -2.728 3.322 0.0432 -0.0545 0.0869 0.003
C -0.344 -4.068 3.005 -0.0755 0.0669 0.1043 -0.068
C 0.153 -4.269 1.780 0.0332 0.0055 -0.1425 -0.075
N 0.658 -3.073 1.319 0.1648 0.1256 -0.0125 0.018
B 1.097 -3.055 -0.176 -0.1380 0.0371 -0.0687 -0.596
N -0.123 -3.303 -1.099 -0.1123 -0.0230 0.1388 0.011
C 0.063 -3.976 -2.288 0.1343 0.0317 0.0818 -0.076
C -1.082 -3.934 -2.976 -0.1914 0.1090 -0.0200 -0.072
N -2.008 -3.231 -2.209 0.0048 0.0011 -0.0463 0.002
C -1.404 -2.843 -1.041 0.1147 -0.1765 -0.3454 -0.702
S -2.106 -2.010 0.267 0.1494 0.2915 0.0282 0.612
C -3.336 -2.904 -2.823 -0.0625 -0.0034 -0.0268 -0.538
C -4.307 -2.155 -1.916 0.0947 -0.0087 0.0790 -0.097
C -3.067 -2.025 -4.050 0.0531 -0.0087 0.0494 -0.029
C -3.991 -4.231 -3.227 0.0542 0.0161 0.0077 -0.042
N 1.956 -1.837 -0.642 0.0372 -0.0565 -0.1905 0.036
C 3.275 -1.807 -0.227 -0.2021 -0.0929 0.1331 -0.074
C 3.938 -0.937 -0.991 -0.0006 0.2529 -0.0881 -0.056
N 3.037 -0.414 -1.913 0.1298 -0.2554 -0.0967 0.016
C 1.804 -0.952 -1.667 0.2909 0.1459 0.4254 -0.641
S 0.311 -0.476 -2.373 0.0520 -0.1331 -0.2320 0.624
C 3.502 0.524 -2.984 0.0468 0.1775 -0.0679 -0.529
C 2.701 0.403 -4.281 -0.0607 -0.1584 0.0661 -0.084
C 3.435 1.956 -2.460 -0.0339 0.0087 0.0088 -0.021
C 4.956 0.160 -3.326 -0.0256 0.0273 0.0971 -0.051
C 0.483 -2.120 2.267 -0.2317 -0.2129 -0.0009 -0.700
S 1.025 -0.505 2.146 -0.0181 0.0213 -0.0447 0.633
H -0.305 -2.683 6.715 0.0048 -0.0135 -0.0305 0.086
H -0.102 -4.085 5.655 0.0018 0.0222 0.0224 0.071
H 1.137 -2.821 5.692 -0.0323 -0.0055 0.0203 0.093
H -0.842 -0.523 5.879 -0.0057 -0.0325 -0.0146 0.084
H 0.620 -0.478 4.874 -0.0084 0.0234 -0.0004 0.055
H -0.946 -0.127 4.155 -0.0030 0.0367 -0.0110 0.065
H -2.595 -2.038 5.561 0.0122 -0.0289 -0.0087 0.086
H -2.638 -2.064 3.786 -0.0017 0.0074 0.0356 0.091
H -2.393 -3.564 4.690 -0.0034 0.0367 -0.0041 0.074
H -0.835 -4.758 3.666 0.0297 0.0653 0.0072 0.112
H 0.163 -5.159 1.171 0.0383 0.0793 0.0349 0.125
H 1.819 -4.021 -0.317 -0.0559 -0.0339 0.0049 0.120
H 1.012 -4.420 -2.541 -0.0467 0.0488 0.0437 0.121
H -1.316 -4.325 -3.949 -0.0102 0.0083 0.0529 0.110
H -3.934 -1.176 -1.626 -0.0199 -0.0075 0.0049 0.006
H -5.228 -2.015 -2.487 0.0277 -0.0279 -0.0021 0.086
H -4.534 -2.714 -1.011 -0.0093 0.0077 0.0073 0.063
H -2.538 -1.122 -3.742 -0.0228 -0.0024 -0.0258 0.081
H -2.463 -2.540 -4.800 -0.0102 0.0169 0.0150 0.075
H -4.015 -1.735 -4.508 0.0317 -0.0289 0.0212 0.088
H -4.075 -4.884 -2.356 -0.0235 0.0069 -0.0244 0.091
H -4.994 -4.034 -3.611 0.0462 -0.0048 -0.0094 0.084
H -3.429 -4.755 -4.002 -0.0321 0.0062 0.0313 0.068
H 3.618 -2.391 0.611 -0.0628 0.0182 -0.0683 0.128
H 4.951 -0.590 -0.906 -0.0576 -0.0379 -0.0621 0.120
H 1.683 0.758 -4.169 -0.0174 0.0033 0.0033 0.021
H 3.204 1.008 -5.037 0.0179 -0.0275 0.0199 0.080
H 2.666 -0.633 -4.627 -0.0094 0.0231 -0.0051 0.088
H 2.401 2.222 -2.233 0.0362 -0.0116 -0.0081 0.081
H 4.033 2.072 -1.554 -0.0275 -0.0082 -0.1243 0.059
H 3.818 2.639 -3.222 -0.0142 -0.0163 -0.0166 0.092
H 5.056 -0.912 -3.505 0.0171 0.0201 -0.0237 0.091
H 5.242 0.689 -4.235 -0.0098 0.0177 0.0305 0.082
H 5.654 0.457 -2.543 -0.0216 -0.0153 -0.0240 0.077
Se -3.296 1.488 -0.398 0.0728 -0.0503 0.0916 0.472
C -3.712 3.349 -0.356 0.0729 -0.0503 -0.0214 -0.712
C -5.021 3.775 -0.607 0.0389 0.0669 0.0182 -0.162
C -5.354 5.122 -0.571 0.0284 -0.0183 0.0004 -0.117
C -4.390 6.083 -0.285 -0.0236 -0.0159 -0.0015 -0.129
C -3.087 5.673 -0.037 0.0341 -0.0474 0.0022 -0.112
C -2.755 4.325 -0.072 -0.1275 0.0942 -0.0302 -0.151
H -5.775 3.030 -0.830 -0.0075 0.0247 0.0031 0.082
H -6.375 5.428 -0.768 0.0056 -0.0188 -0.0008 0.091
H -4.650 7.134 -0.258 -0.0041 -0.0094 -0.0041 0.086
H -2.321 6.410 0.182 -0.0050 -0.0276 -0.0003 0.090
H -1.740 4.011 0.120 0.0596 -0.0136 -0.0062 0.055
O 5.317 3.055 0.529 -0.0279 -0.0278 0.0548 -0.321
S 4.323 2.611 1.479 0.0926 0.1761 -0.0378 0.622
O 4.800 1.961 2.666 -0.0954 -0.0198 0.0553 -0.306
N 3.189 1.737 0.714 -0.0938 -0.0500 -0.0457 -0.020
C 2.067 2.402 0.577 -0.0162 0.0629 -0.0548 -0.531
O 1.046 1.998 -0.056 1.3267 1.1684 0.4407 -0.287
C 2.062 3.747 1.255 -0.0707 -0.0128 -0.0415 -0.125
C 1.034 4.668 1.309 0.0298 0.0742 0.0390 0.006
C 1.233 5.832 2.044 0.0236 -0.0366 -0.0154 -0.066
C 2.441 6.058 2.699 -0.0529 0.0060 -0.0037 -0.079
C 3.482 5.139 2.619 0.1199 0.0468 0.0207 -0.040
C 3.267 3.994 1.882 -0.0647 -0.1428 -0.0805 -0.204
H 0.109 4.480 0.785 -0.0311 -0.0045 0.0435 0.091
H 0.441 6.567 2.111 0.0152 -0.0077 0.0050 0.101
H 2.572 6.964 3.279 0.0027 -0.0205 -0.0269 0.100
H 4.425 5.321 3.119 -0.0109 -0.0341 -0.0243 0.117
```
Forces are in eV/Å.

Entry 2:
Entry from OMol25: a structure of composition C34H43BrF4NbS at a distorted geometry (wB97M-V/def2-TZVPD).

The HOMO energy is -0.1507 Ha. Its net charge is -1. The molar mass is 732.59 g mol⁻¹.

```
84
Properties=species:S:1:pos:R:3:forces:R:3:lowdin_charge:R:1
C -0.095 -4.436 -0.563 -0.8429 -0.0095 -0.1012 -0.146
C 1.018 -3.902 -0.077 2.9471 -0.4409 -1.3334 -0.342
Nb 1.581 -1.862 -0.871 -1.5878 -0.1446 0.4274 1.318
C 1.050 -2.662 -2.946 0.6616 0.0140 0.2751 -0.349
Br -0.851 -0.972 -0.362 -0.0101 0.2090 0.0687 -0.001
C 2.176 -1.235 1.243 -0.2377 -0.3348 -0.4743 -0.413
C 2.019 0.260 1.547 0.3262 -0.8574 1.4901 -0.357
C 2.311 0.517 3.051 0.4985 1.0124 -1.2293 -0.275
C 2.429 2.041 3.280 -0.0741 -0.8725 0.3852 -0.130
C 2.304 0.033 -1.890 0.1977 -0.5822 -0.6190 -0.380
C 1.217 0.968 -2.490 0.6443 0.5494 0.0881 -0.371
C 0.984 2.244 -1.623 -0.1561 -0.7726 -1.1998 -0.552
S -0.741 2.600 -1.173 -0.0685 0.3846 0.8803 0.655
H -0.956 -4.653 0.076 0.3142 -1.0199 0.0477 0.039
H -0.219 -4.622 -1.624 -0.5574 1.1669 -0.0631 0.010
H 1.584 -4.423 0.697 -0.7761 1.0373 1.3299 0.023
H 3.272 -2.522 -1.026 -0.2781 0.3840 0.0368 -0.076
H -0.014 -2.663 -3.177 -0.0551 -0.1266 -0.0358 -0.033
H 1.580 -2.026 -3.662 -0.1531 0.1763 -0.0908 -0.040
H 1.499 -3.649 -3.070 -0.2797 -0.2348 -0.0426 -0.042
H 1.484 -1.760 1.914 -0.0475 -0.1265 -0.0016 0.022
H 3.170 -1.610 1.494 0.1545 0.1740 0.0728 0.019
H 2.735 0.886 1.014 -0.1910 0.0435 -0.4388 0.081
H 0.983 0.561 1.391 0.0457 0.2809 -0.4890 0.057
H 1.541 0.055 3.661 0.0016 -0.0654 0.1946 0.099
H 3.292 0.088 3.245 -0.0727 -0.3582 0.3945 0.095
H 2.376 2.243 4.351 -0.2061 0.4105 -0.0488 0.060
H 1.646 2.535 2.705 -0.1041 0.3052 0.2690 0.067
H 3.399 2.396 2.935 0.0247 0.0172 -0.1416 0.050
H 2.981 0.635 -1.279 0.0503 -0.0718 0.2046 0.023
H 2.917 -0.296 -2.733 0.1603 -0.0595 0.0246 0.011
H 1.629 1.352 -3.427 -0.1592 -0.0663 -0.2043 0.084
H 0.288 0.471 -2.757 -0.1212 -0.1313 0.2390 0.042
H 1.333 3.102 -2.187 0.0944 0.1505 0.0085 0.047
H 1.620 2.159 -0.748 -0.5276 0.0992 0.5068 0.041
H -1.518 2.050 -2.123 0.6621 -0.2218 -0.1725 -0.130
F 6.434 5.394 2.100 0.0275 -0.0016 -0.0182 0.059
C 5.564 5.926 2.979 -0.1903 0.1249 0.2006 -0.286
C 5.984 6.955 3.799 0.2148 0.0916 -0.0051 -0.025
C 5.085 7.505 4.701 -0.1033 -0.1031 -0.0449 -0.093
C 3.788 7.016 4.779 -0.0353 0.0450 0.0575 -0.101
C 3.386 5.977 3.949 0.0860 0.1053 0.0593 -0.076
C 4.278 5.430 3.039 -0.0660 -0.1985 -0.1926 -0.013
H 7.001 7.317 3.727 -0.0063 -0.0193 -0.0309 0.114
H 5.398 8.317 5.345 0.0257 -0.0099 -0.0044 0.100
H 3.090 7.445 5.486 0.0022 -0.0072 -0.0087 0.098
H 2.378 5.591 4.010 0.0124 -0.0261 -0.0317 0.107
H 3.979 4.626 2.379 0.0301 -0.0056 0.0084 0.108
F -3.309 -5.360 0.771 -0.0214 -0.0482 0.0156 0.049
C -4.023 -4.245 1.024 -0.1702 0.2756 0.0564 -0.284
C -5.372 -4.233 0.729 -0.1128 -0.1946 -0.0952 -0.028
C -6.108 -3.087 0.992 0.1169 0.0654 0.0448 -0.098
C -5.487 -1.970 1.536 -0.0514 0.0462 0.0262 -0.102
C -4.128 -2.002 1.822 -0.1493 -0.0451 -0.0101 -0.084
C -3.390 -3.147 1.570 0.2875 -0.0728 0.0895 -0.031
H -5.835 -5.111 0.298 0.0349 -0.0081 0.0052 0.111
H -7.168 -3.065 0.772 0.0077 -0.0195 -0.0232 0.098
H -6.062 -1.075 1.735 0.0130 -0.0013 -0.0100 0.096
H -3.640 -1.132 2.240 0.0511 -0.0135 -0.0444 0.106
H -2.331 -3.189 1.792 0.0138 0.0267 -0.0973 0.107
F -0.915 -5.612 -3.321 -0.1488 -0.1169 -0.2440 0.054
C -0.646 -6.926 -3.309 0.0813 -0.2039 0.0166 -0.284
C 0.643 -7.341 -3.039 0.2346 0.1323 0.0503 -0.007
C 0.920 -8.700 -3.022 -0.1674 -0.0248 -0.0503 -0.085
C -0.087 -9.621 -3.281 0.0288 -0.0887 0.0021 -0.109
C -1.376 -9.183 -3.554 0.1329 0.0308 0.0308 -0.095
C -1.663 -7.826 -3.564 -0.2081 0.0380 -0.0534 -0.018
H 1.413 -6.606 -2.846 -0.0560 0.0387 0.0305 0.121
H 1.923 -9.040 -2.804 0.0084 0.0292 -0.0026 0.103
H 0.134 -10.681 -3.270 -0.0081 0.0080 0.0015 0.095
H -2.160 -9.900 -3.760 -0.0161 0.0168 0.0133 0.099
H -2.662 -7.463 -3.765 0.0230 0.0378 0.0035 0.116
F -3.123 8.374 0.227 0.0018 0.0443 0.0214 0.046
C -3.523 7.313 -0.507 -0.0707 -0.2521 -0.1657 -0.291
C -4.646 7.434 -1.300 -0.1272 0.2255 -0.0101 -0.032
C -5.053 6.344 -2.057 0.1156 -0.0980 0.0461 -0.094
C -4.341 5.153 -2.002 -0.0426 -0.0018 -0.0291 -0.092
C -3.216 5.050 -1.194 -0.2023 -0.0625 -0.0508 -0.089
C -2.799 6.139 -0.443 0.1778 0.0260 0.1509 -0.009
H -5.190 8.369 -1.322 0.0344 0.0071 0.0134 0.111
H -5.927 6.426 -2.690 -0.0066 0.0236 0.0178 0.099
H -4.663 4.304 -2.591 0.0111 -0.0002 0.0126 0.101
H -2.657 4.123 -1.145 -0.0801 0.2699 -0.0054 0.003
H -1.920 6.080 0.185 -0.0104 -0.0034 -0.0035 0.119
```
Forces are in eV/Å.

Q: Which gap between HOMO and LUMO values were calculated for the entries above? A: 6.70 6.48, in eV.
Q: Which LUMO values were calculated for the entries above? A: 2.39 2.38, in eV.